Entry 1:
The following is a DFT calculation (ωB97M-V with the def2-TZVPD basis set) of 11 unconnected molecules or ions with the total composition C29H80O15 in a non-equilibrium geometry.

Calculated values
SMILES: CC(C)O.CC(C)O.CC(C)O.CC(C)O.CC(C)O.CC(C)O.CC(C)O.OCCO.OCCO.OCCO.OCCO
E in Eh: -2281.40987
Relative energy (zero: lowest compared OMol25 entry of this formula, charge and spin) in eV: 0.0000

Last column: Mulliken charge in e.
Geometry (Å):
C: 2.786 3.050 2.388  -1.10
C: 1.535 3.981 2.177  0.39
C: 2.003 5.425 1.800  -1.54
O: 0.710 3.398 1.128  -0.25
H: 3.579 3.535 2.916  0.51
H: 3.135 2.703 1.430  0.05
H: 2.568 2.126 2.900  0.20
H: 1.037 4.009 3.160  0.35
H: 2.494 5.775 2.692  0.52
H: 1.177 6.047 1.591  0.37
H: 2.713 5.425 0.946  0.27
H: 1.140 3.641 0.293  0.05
C: -0.012 -5.693 -1.759  -1.38
C: 0.610 -4.638 -0.820  1.41
C: 0.888 -5.203 0.608  -1.20
O: 1.651 -3.937 -1.377  -0.23
H: 0.619 -6.579 -1.712  0.33
H: 0.048 -5.295 -2.767  0.33
H: -1.059 -5.980 -1.478  0.34
H: -0.139 -3.820 -0.646  -0.53
H: 1.550 -6.068 0.474  0.48
H: -0.053 -5.679 0.998  0.36
H: 1.298 -4.393 1.228  0.04
H: 2.496 -4.401 -1.341  0.09
C: -1.286 1.758 3.050  -0.61
C: -2.021 0.618 3.716  0.91
C: -3.333 1.016 4.347  -1.93
O: -2.222 -0.368 2.795  -0.35
H: -1.081 2.472 3.818  0.63
H: -1.830 2.286 2.294  -0.28
H: -0.396 1.343 2.577  0.00
H: -1.322 0.241 4.481  0.05
H: -3.750 0.240 4.900  0.47
H: -3.994 1.280 3.486  0.39
H: -3.218 1.899 4.922  0.47
H: -3.148 -0.642 2.764  0.07
C: -4.771 -3.055 0.928  -1.61
C: -4.620 -1.784 0.126  1.80
C: -5.863 -1.565 -0.619  -1.62
O: -4.473 -0.655 1.030  -0.61
H: -3.880 -3.156 1.486  0.42
H: -5.010 -3.898 0.280  0.40
H: -5.637 -2.979 1.661  0.30
H: -3.691 -1.741 -0.517  -0.61
H: -6.640 -1.608 0.152  0.38
H: -6.059 -2.271 -1.388  0.40
H: -5.894 -0.595 -0.981  0.45
H: -3.964 0.030 0.577  0.21
C: 2.436 -1.415 4.546  -1.46
C: 1.943 -2.380 3.464  0.28
C: 0.507 -2.866 3.771  -0.85
O: 2.115 -1.857 2.145  0.03
H: 3.418 -0.997 4.251  0.25
H: 2.398 -1.867 5.547  0.43
H: 1.679 -0.604 4.579  0.15
H: 2.618 -3.155 3.587  0.45
H: 0.094 -3.291 2.841  0.09
H: -0.117 -2.009 3.996  -0.02
H: 0.532 -3.501 4.636  0.53
H: 1.264 -1.449 1.779  0.13
C: 4.966 -1.260 0.322  -1.60
C: 4.194 -0.019 -0.088  1.50
C: 5.141 1.157 -0.128  -1.73
O: 3.719 0.024 -1.454  -0.42
H: 5.804 -1.374 -0.421  0.37
H: 4.465 -2.199 0.412  0.23
H: 5.403 -1.028 1.310  0.43
H: 3.335 0.112 0.520  -0.03
H: 5.905 0.944 -0.910  0.39
H: 5.747 1.392 0.726  0.41
H: 4.657 2.066 -0.455  0.39
H: 3.046 -0.704 -1.513  0.04
C: -4.034 4.854 0.049  -1.68
C: -2.639 4.929 0.516  0.73
C: -2.529 5.369 1.969  -0.99
O: -1.990 3.629 0.373  -0.41
H: -4.493 4.177 0.694  0.39
H: -4.122 4.510 -0.975  0.36
H: -4.488 5.821 0.133  0.44
H: -2.107 5.714 -0.066  0.21
H: -1.435 5.432 2.121  0.08
H: -2.965 4.631 2.680  0.18
H: -2.859 6.384 2.182  0.45
H: -1.073 3.646 0.676  0.11
O: 1.800 0.754 -3.366  0.05
C: 1.918 2.115 -3.593  -0.91
C: 1.184 2.919 -2.525  0.39
O: 2.041 3.235 -1.406  -0.57
H: 1.008 0.436 -3.729  0.22
H: 2.987 2.426 -3.678  0.23
H: 1.488 2.334 -4.567  0.55
H: 0.269 2.426 -2.266  -0.27
H: 0.906 3.916 -2.955  0.45
H: 2.397 2.370 -1.168  0.18
O: 3.697 -2.493 -2.976  -0.43
C: 3.402 -2.155 -4.340  0.13
C: 2.404 -3.149 -4.751  -0.76
O: 1.177 -3.034 -4.026  -0.52
H: 4.428 -1.956 -2.676  0.23
H: 2.894 -1.203 -4.423  -0.14
H: 4.152 -2.137 -5.066  0.52
H: 2.849 -4.172 -4.550  0.24
H: 2.031 -3.070 -5.768  0.45
H: 1.196 -3.310 -3.086  0.28
O: -2.508 1.092 -3.813  -0.57
C: -2.741 -0.314 -4.005  0.01
C: -1.573 -0.910 -4.699  -0.46
O: -0.320 -0.763 -3.993  -0.37
H: -2.191 1.191 -2.884  0.27
H: -2.852 -0.825 -3.026  -0.23
H: -3.673 -0.431 -4.497  0.49
H: -1.493 -0.560 -5.781  0.26
H: -1.820 -1.953 -4.777  0.32
H: 0.277 -1.541 -4.022  0.20
O: -2.277 0.932 -0.030  0.60
C: -1.000 0.498 -0.740  1.53
C: -0.732 -0.917 -0.350  -0.60
O: -0.426 -1.086 1.012  0.71
H: -2.214 1.899 0.188  -0.08
H: -1.109 0.630 -1.814  -0.60
H: -0.175 1.117 -0.369  -0.46
H: 0.189 -1.243 -0.901  0.01
H: -1.601 -1.485 -0.641  -0.51
H: -1.198 -0.690 1.534  -0.27

---

Entry 2:
The following is a DFT calculation (ωB97M-V with the def2-TZVPD basis set) of 8 unconnected molecules or ions with the total composition C29H81N9O8 in a non-equilibrium geometry.

Calculated values
SMILES: COC[C@H](C)N.COC[C@H](C)N.COC[C@H](C)N.COC[C@H](C)N.COC[C@H](C)N.COC[C@H](C)N.COC[C@H](C)N.NC(N)=O
E in Eh: -2248.07457
Relative energy (zero: lowest compared OMol25 entry of this formula, charge and spin) in eV: 1.8653

Last column: Mulliken charge in e.
Geometry (Å):
C: -3.960 -4.951 0.506  -0.61
O: -2.712 -5.011 1.212  -0.36
C: -1.496 -4.645 0.508  -0.03
C: -0.325 -4.890 1.412  0.09
C: -0.368 -4.260 2.838  -1.25
N: 0.873 -4.448 0.703  -0.20
H: -3.929 -5.524 -0.420  0.34
H: -4.248 -3.930 0.257  0.11
H: -4.753 -5.422 1.088  0.25
H: -1.446 -5.156 -0.454  0.43
H: -1.450 -3.559 0.420  -0.17
H: -0.137 -5.954 1.552  0.50
H: 0.585 -4.457 3.329  0.32
H: -1.233 -4.656 3.370  0.49
H: -0.606 -3.200 2.742  -0.02
H: 0.687 -3.557 0.265  -0.23
H: 1.321 -5.121 0.097  0.26
C: 2.389 2.150 2.236  -1.30
O: 1.028 1.708 2.453  0.87
C: 0.475 2.320 3.645  -1.31
C: -0.995 1.887 4.005  1.18
C: -1.980 2.095 2.913  -0.96
N: -1.507 2.568 5.140  -0.74
H: 2.300 3.198 1.951  0.44
H: 2.874 1.548 1.467  -0.34
H: 2.959 2.040 3.159  0.46
H: 1.102 2.083 4.505  0.10
H: 0.497 3.391 3.446  0.46
H: -0.985 0.828 4.264  -0.02
H: -1.731 1.626 1.961  -0.19
H: -2.128 3.144 2.656  0.20
H: -2.893 1.629 3.285  0.38
H: -1.155 3.514 5.094  0.30
H: -2.515 2.594 5.188  0.29
C: 1.717 -1.090 5.865  -0.67
O: 2.813 -1.657 5.115  -0.48
C: 2.677 -1.979 3.749  1.36
C: 4.078 -2.308 3.158  0.04
C: 4.878 -1.017 2.970  -0.76
N: 3.908 -2.896 1.861  -0.67
H: 1.883 -1.344 6.912  0.33
H: 0.744 -1.368 5.460  0.28
H: 1.634 -0.004 5.830  0.19
H: 1.971 -2.800 3.623  -0.29
H: 2.356 -1.062 3.256  -0.58
H: 4.566 -2.950 3.892  0.37
H: 4.339 -0.383 2.265  -0.26
H: 5.897 -1.046 2.584  0.36
H: 5.100 -0.407 3.845  0.35
H: 3.390 -2.219 1.319  0.09
H: 3.278 -3.685 1.884  0.34
C: -3.695 -1.236 1.916  -1.01
O: -3.218 -0.718 0.711  0.07
C: -4.188 0.031 -0.027  -1.21
C: -3.518 0.324 -1.371  2.51
C: -2.609 1.568 -1.341  -1.31
N: -4.534 0.399 -2.374  -0.92
H: -4.579 -1.855 1.766  0.40
H: -3.992 -0.437 2.596  0.25
H: -2.898 -1.821 2.376  0.24
H: -5.069 -0.563 -0.268  0.37
H: -4.504 0.900 0.551  0.32
H: -2.876 -0.484 -1.722  -1.02
H: -3.054 2.448 -0.875  0.35
H: -2.177 1.765 -2.322  0.38
H: -1.707 1.325 -0.778  -0.28
H: -4.129 0.188 -3.275  0.28
H: -5.298 -0.251 -2.252  0.31
C: -3.698 -0.612 -5.757  -0.89
O: -2.707 -0.797 -4.803  -0.16
C: -1.633 -1.598 -5.258  -1.15
C: -0.569 -1.780 -4.192  1.50
C: 0.650 -2.619 -4.612  -1.68
N: -1.077 -2.624 -3.039  -0.78
H: -3.395 -0.154 -6.699  0.37
H: -4.531 -0.038 -5.351  0.29
H: -4.071 -1.516 -6.238  0.35
H: -2.069 -2.559 -5.528  0.42
H: -1.177 -1.232 -6.179  0.39
H: -0.215 -0.808 -3.847  -0.13
H: 1.142 -2.084 -5.425  0.45
H: 0.334 -3.559 -5.064  0.39
H: 1.394 -2.763 -3.829  0.27
H: -0.408 -2.742 -2.291  0.24
H: -1.890 -2.210 -2.606  0.14
C: 4.189 -1.636 -2.059  -1.13
O: 3.317 -0.631 -2.494  0.15
C: 3.926 0.443 -3.173  -1.15
C: 3.436 1.710 -2.456  0.50
C: 4.115 1.926 -1.110  -1.34
N: 1.994 1.664 -2.222  0.13
H: 4.692 -2.092 -2.912  0.32
H: 3.687 -2.413 -1.483  0.19
H: 4.978 -1.279 -1.396  0.45
H: 5.014 0.382 -3.217  0.47
H: 3.485 0.533 -4.165  0.37
H: 3.547 2.577 -3.108  0.68
H: 3.565 2.566 -0.420  0.19
H: 5.058 2.451 -1.260  0.48
H: 4.277 0.984 -0.585  0.04
H: 1.646 1.589 -3.168  0.27
H: 1.886 0.746 -1.816  -0.63
C: -2.535 7.440 -1.411  -0.80
O: -1.980 6.108 -1.331  -0.24
C: -0.624 6.060 -1.178  -0.92
C: -0.092 4.672 -1.310  1.05
C: -0.229 3.757 -0.116  -0.96
N: 1.309 4.611 -1.622  -0.89
H: -2.190 7.842 -2.363  0.31
H: -2.152 8.057 -0.598  0.32
H: -3.612 7.322 -1.295  0.22
H: -0.229 6.581 -2.050  0.30
H: -0.405 6.431 -0.177  0.34
H: -0.657 4.161 -2.091  0.33
H: -1.237 3.737 0.297  0.29
H: 0.470 4.092 0.650  0.45
H: -0.022 2.698 -0.270  -0.51
H: 1.269 4.854 -2.602  0.32
H: 1.524 3.625 -1.675  0.33
N: -0.394 -0.492 0.934  2.04
C: 0.503 -1.046 0.174  -0.07
N: 1.687 -0.414 0.164  3.54
O: 0.402 -2.008 -0.608  -1.10
H: -1.311 -0.897 0.812  -0.63
H: -0.261 0.344 1.486  -0.89
H: 2.373 -0.695 -0.522  -0.93
H: 1.781 0.385 0.775  -1.38

---

Entry 3:
The following is a DFT calculation (ωB97M-V with the def2-TZVPD basis set) of 10 unconnected molecules or ions with the total composition C29H82N14O14 in a non-equilibrium geometry.

Calculated values
SMILES: COCCNCCOC.COCCNCCOC.COCCNCCOC.COCCNCCOC.NC(N)=O.NC(N)=O.NC(N)=O.NC(N)=O.NC(N)=O.O
E in Eh: -2973.97201
Relative energy (zero: lowest compared OMol25 entry of this formula, charge and spin) in eV: 2.7057

Last column: Mulliken charge in e.
Geometry (Å):
C: 2.525 3.518 -1.124  -0.28
O: 2.146 4.819 -0.684  -0.46
C: 2.311 5.072 0.758  0.21
C: 1.241 6.085 1.410  -1.07
N: -0.060 5.621 1.036  0.09
C: -1.086 6.560 1.383  -1.25
C: -1.051 7.849 0.520  -0.75
O: -1.182 7.580 -0.906  -0.38
C: -2.422 6.952 -1.248  -0.66
H: 3.601 3.341 -1.124  0.32
H: 2.163 3.390 -2.144  0.25
H: 2.012 2.839 -0.443  -0.13
H: 3.296 5.422 1.068  0.48
H: 2.157 4.167 1.345  -0.50
H: 1.382 7.099 1.036  0.40
H: 1.459 6.045 2.478  0.42
H: 0.050 5.366 0.065  0.11
H: -0.963 6.715 2.454  0.45
H: -2.010 5.995 1.257  0.63
H: -0.092 8.333 0.701  0.41
H: -1.773 8.574 0.895  0.46
H: -2.470 5.887 -1.021  0.18
H: -2.703 7.094 -2.291  0.27
H: -3.185 7.529 -0.725  0.33
C: -0.685 2.119 -2.390  -0.49
O: -1.393 1.750 -3.575  -0.40
C: -1.010 2.701 -4.580  -0.59
C: -1.427 2.208 -5.986  -0.44
N: -1.319 3.251 -7.029  -0.31
C: -1.574 2.721 -8.436  -0.89
C: -0.392 1.977 -9.005  -0.24
O: 0.761 2.785 -9.106  -0.33
C: 1.852 2.110 -9.732  -0.72
H: -1.214 1.748 -1.512  0.15
H: -0.547 3.184 -2.205  0.31
H: 0.343 1.756 -2.400  0.22
H: 0.044 2.978 -4.609  0.32
H: -1.440 3.686 -4.402  0.38
H: -2.472 1.897 -5.956  0.27
H: -0.843 1.311 -6.191  0.17
H: -0.516 3.833 -6.840  0.27
H: -1.772 3.601 -9.047  0.35
H: -2.526 2.197 -8.357  0.38
H: -0.671 1.721 -10.027  0.39
H: -0.202 1.136 -8.338  0.31
H: 1.643 1.938 -10.788  0.29
H: 2.010 1.155 -9.231  0.30
H: 2.770 2.698 -9.749  0.25
C: -0.983 -0.980 7.975  -1.01
O: -0.509 0.179 7.259  -0.39
C: -1.254 1.328 7.611  -0.73
C: -0.981 2.429 6.592  -0.32
N: 0.374 2.582 6.284  -0.49
C: 0.586 2.881 4.893  0.39
C: 2.119 2.869 4.589  -0.87
O: 2.691 1.571 4.278  -0.52
C: 2.153 1.017 3.050  0.24
H: -2.027 -1.222 7.776  0.42
H: -1.142 -0.679 9.010  0.36
H: -0.395 -1.898 7.982  0.29
H: -1.129 1.645 8.646  0.49
H: -2.327 1.157 7.523  0.39
H: -1.372 3.399 6.896  0.45
H: -1.569 2.285 5.685  0.08
H: 0.836 1.691 6.390  0.37
H: 0.310 3.858 4.496  0.11
H: 0.045 2.098 4.362  -0.18
H: 2.672 3.188 5.473  0.44
H: 2.394 3.577 3.808  0.28
H: 1.196 0.508 3.163  -0.23
H: 2.855 0.211 2.833  0.25
H: 2.164 1.744 2.238  -0.14
C: -0.356 -11.003 -3.868  -0.73
O: -0.891 -10.118 -2.898  -0.27
C: -1.858 -9.215 -3.298  -0.41
C: -2.095 -8.429 -1.984  -0.53
N: -3.258 -7.547 -2.029  -0.34
C: -3.494 -6.770 -0.759  -0.99
C: -2.382 -5.708 -0.424  -0.17
O: -2.351 -4.595 -1.267  -0.42
C: -1.368 -3.635 -0.937  -0.48
H: -1.180 -11.509 -4.370  0.30
H: 0.231 -11.738 -3.317  0.23
H: 0.285 -10.478 -4.578  0.27
H: -2.777 -9.762 -3.507  0.32
H: -1.528 -8.587 -4.126  0.32
H: -1.147 -8.021 -1.632  0.21
H: -2.336 -9.023 -1.102  0.28
H: -3.062 -6.821 -2.704  0.29
H: -3.603 -7.528 0.017  0.39
H: -4.482 -6.310 -0.790  0.35
H: -1.418 -6.216 -0.393  0.27
H: -2.506 -5.430 0.623  0.36
H: -0.390 -4.113 -0.871  0.17
H: -1.658 -3.080 -0.045  0.33
H: -1.351 -2.932 -1.770  0.23
N: 3.172 -4.539 -2.002  -0.37
C: 4.040 -3.615 -1.613  0.72
N: 4.911 -3.309 -2.529  -0.41
O: 4.017 -3.157 -0.501  -0.71
H: 2.340 -4.683 -1.448  0.20
H: 3.389 -4.946 -2.900  0.13
H: 5.693 -2.686 -2.388  0.24
H: 4.918 -3.945 -3.314  0.13
N: -1.025 -2.352 3.211  -0.32
C: -0.579 -1.662 4.177  0.67
N: -1.545 -1.074 4.879  -0.26
O: 0.559 -1.453 4.349  -0.86
H: -1.971 -2.195 2.892  0.17
H: -0.321 -2.929 2.774  0.18
H: -1.253 -0.547 5.690  0.14
H: -2.535 -1.173 4.703  0.12
N: 2.258 -0.766 -0.220  -0.07
C: 1.135 -0.509 0.337  -0.08
N: 0.522 -1.601 0.719  0.62
O: 0.672 0.602 0.366  0.10
H: 2.797 -0.053 -0.691  0.22
H: 2.606 -1.698 -0.050  -0.07
H: -0.382 -1.556 1.167  -0.04
H: 1.010 -2.480 0.808  -0.04
N: 3.848 -4.407 2.512  -0.42
C: 2.735 -3.717 2.576  0.64
N: 2.947 -2.643 3.264  -0.12
O: 1.715 -3.840 1.965  -0.70
H: 4.550 -4.253 3.222  0.14
H: 3.996 -5.197 1.900  0.24
H: 2.161 -2.099 3.589  0.23
H: 3.850 -2.464 3.680  0.17
N: -2.140 3.999 2.572  -0.22
C: -1.638 2.764 2.366  0.85
N: -0.617 2.757 1.583  0.99
O: -2.210 1.808 2.864  -0.77
H: -2.894 4.067 3.241  0.19
H: -1.563 4.792 2.329  0.16
H: -0.226 1.881 1.266  -0.50
H: -0.313 3.695 1.369  0.08
O: -1.980 -0.267 1.015  -0.74
H: -1.932 0.292 1.790  0.20
H: -1.213 -0.025 0.496  -0.02

---

| no. | LUMO (eV) |
| --- | --- |
| 1 | 0.7 |
| 2 | 0.7 |
| 3 | 0.3 |